10
Properties=species:S:1:pos:R:3:nbo_charge:R:1 method="wB97M-V/def2-TZVPD" total_charge=0 e_above_lowest_kcal_mol=11.22 max_force_ev_per_a=1.027 multiplicity=1 smiles="NC(=O)NC=O"
C -1.8186 0.0256 -0.1328 0.536
H 2.4629 0.3296 0.7837 0.406
H 2.3277 -0.2530 -0.7347 0.401
H -1.9005 -0.0175 0.9609 0.161
O -2.7471 0.1709 -0.8907 -0.561
O 0.1641 -0.1978 1.6026 -0.617
H -0.3158 0.0872 -1.5340 0.414
N -0.4921 -0.0898 -0.5529 -0.676
C 0.5024 -0.1256 0.4367 0.791
N 1.8171 0.0705 0.0610 -0.855

---

42
Properties=species:S:1:pos:R:3:nbo_charge:R:1 method="wB97M-V/def2-TZVPD" total_charge=+1 e_above_lowest_kcal_mol=0.00 max_force_ev_per_a=0.498 multiplicity=1
H -1.4497 -1.4779 -4.5665 0.200
H 5.3281 3.7538 2.5912 0.252
O 4.5760 1.9269 0.5095 -0.562
H 3.2181 3.9131 3.9825 0.218
H 5.2395 2.3478 3.6605 0.222
H 6.3557 2.3514 2.2871 0.257
C -0.2952 -0.8464 1.5948 0.718
H 1.9968 3.1849 5.0280 0.226
H -1.1328 -1.3671 -1.0128 0.264
C 2.3585 3.2442 4.0013 -0.639
H -1.3951 0.6248 0.6449 0.257
C 2.7175 1.8641 3.4923 -0.066
C -3.3984 -0.6073 -4.8451 -0.639
O -3.1717 -2.4928 -0.9493 -0.617
O -2.4914 -1.7379 -2.8701 -0.527
N -0.1808 -1.8330 0.7744 -0.447
H -0.1738 -2.8006 1.0731 0.450
H 1.8426 1.2128 3.5224 0.176
O -0.3260 -1.0480 2.8980 -0.644
C -3.3826 -2.4295 -2.1368 0.816
H 0.0869 1.3044 1.4073 0.268
H -4.4449 -3.3215 -3.8224 0.231
H 1.5778 3.6861 3.3817 0.215
H -4.4409 -0.7976 -4.5903 0.212
H 1.5002 -0.0623 -0.0763 0.234
C -2.4865 -1.6880 -4.3106 -0.069
C 0.4577 0.0453 -0.3968 -0.395
H -3.1203 0.3625 -4.4332 0.220
H 0.3893 0.7362 -1.2346 0.254
H -3.3179 -0.5575 -5.9306 0.234
C -0.1064 -1.3531 -0.6336 -0.243
H -1.1529 -0.7524 3.3082 0.531
C -4.5980 -3.0236 -2.7891 -0.745
H -4.9038 -3.8894 -2.2089 0.257
C 4.3517 2.1155 1.6707 0.799
C 5.3742 2.6651 2.6301 -0.746
H 3.4791 1.3906 4.1125 0.185
H -5.3989 -2.2844 -2.7538 0.256
O 3.0892 1.8678 2.1095 -0.533
C -0.3290 0.4588 0.8619 -0.502
H -2.7273 -2.6691 -4.7196 0.185
H 0.4854 -2.0167 -1.2615 0.235

---

125
Properties=species:S:1:pos:R:3:lowdin_spin:R:1 method="wB97M-V/def2-TZVPD" total_charge=+1 e_above_lowest_kcal_mol=1.98 max_force_ev_per_a=1.102 multiplicity=2
C -6.2030 4.9433 1.6698 0.000
H 4.8729 -1.9932 1.6770 0.000
C 4.0493 -2.1411 0.9808 0.005
H -2.5422 -4.2764 0.0350 0.000
H -2.5646 -0.1493 -1.9275 0.000
C 1.8218 3.0086 -1.7668 0.000
C 1.5250 2.1149 -4.0175 0.000
C -3.2682 2.0829 0.8684 0.000
N -3.8621 4.4099 1.0751 0.000
C -1.6201 -0.3397 -2.4405 0.002
H -1.6569 -2.7687 -0.1640 0.014
H 3.0928 3.4492 3.7788 0.000
H 1.7088 3.8715 -1.1123 0.000
Ge 4.6684 1.2883 -0.4787 0.000
C 1.8709 -3.4594 0.9330 0.015
O -0.6496 2.7770 3.7447 0.000
H 0.2945 -3.1191 5.6194 0.000
C -0.0946 -2.6969 4.7029 0.001
N -0.5314 0.2300 -1.6331 0.017
H 4.0322 -0.9966 -1.4605 0.002
C -0.6799 -6.1723 -3.0724 -0.002
C -0.1755 0.2779 -4.3055 0.000
C -5.9578 1.4182 0.6153 0.000
H 2.9406 0.2459 -2.0682 0.000
O 1.3184 0.8163 2.6418 0.015
C 0.3679 1.1446 -2.1001 0.001
C 0.6461 -5.7713 -3.1669 0.009
H -0.7773 0.4276 -0.6668 0.000
H -2.9205 -3.2164 -1.3109 0.000
H 5.5776 3.6567 -0.8642 0.000
C 1.1356 -4.6697 -2.4742 0.026
H -1.4540 -1.1878 1.4323 0.001
H -2.8970 -0.0339 0.7346 0.000
H 6.4705 2.4575 -1.8004 0.000
C -0.1759 4.3706 0.9479 0.000
H -3.5247 7.1058 2.0040 0.000
H -4.9509 6.0303 0.3161 0.000
C 0.6771 -1.8077 3.9713 0.000
H 5.7970 -0.2485 1.2463 0.000
C -1.5441 3.8018 0.9440 0.000
C 6.1408 0.4546 0.4887 0.000
H -4.0670 5.9604 3.2395 0.000
H -6.9945 1.1307 0.4978 0.000
H -7.6147 3.4458 0.9886 0.000
H -2.2392 -0.3476 -4.5011 0.000
H 3.7128 1.6313 1.7983 0.000
H 3.1377 -5.7626 3.7429 0.001
F -5.3492 -0.8504 0.4822 0.000
H -2.0029 1.2699 -3.8233 0.000
H -6.7068 4.2340 -0.2929 0.000
H -1.4842 -1.4213 -2.5036 0.001
H 3.5249 -1.1887 0.8681 0.002
C -2.5662 4.7116 1.0438 0.000
H 0.2139 3.1982 3.8710 0.000
H 0.8770 -6.1164 2.7791 0.000
C 1.5109 -5.3190 2.4156 -0.002
N 1.2408 -0.3236 0.7344 0.210
H -1.9744 -3.7185 4.8479 0.000
C -3.6484 0.7387 0.7330 0.000
O 0.0483 5.5569 0.9323 0.000
H 2.7463 -3.3107 -2.9973 0.004
O -1.0030 1.4822 0.8880 0.000
C 0.1860 -1.2942 2.7770 0.002
H -2.5693 -5.7323 -2.1754 0.000
H 4.9069 3.0311 -2.3750 0.000
H -2.0141 -7.1107 -4.4756 0.000
C -5.6113 2.7396 0.7553 0.000
H 3.0839 -5.0141 -3.2971 0.001
H 0.2502 -0.7318 -4.2814 0.000
C -1.8675 -2.5007 3.0868 0.001
H 0.4780 3.8168 -3.2477 0.000
H 1.2303 2.2853 -5.0527 0.000
H 2.5367 1.6972 -4.0197 0.000
C -1.1847 -7.3766 -3.8196 0.000
C -2.1016 -3.6013 -0.7008 0.014
H 4.5562 -3.9337 2.9075 0.000
H -5.1766 7.1710 2.5858 0.000
H 2.8693 2.7154 -1.7273 0.000
H 0.0817 -4.6519 0.9756 0.000
C -4.2495 3.0765 0.9123 0.000
H 3.4988 3.0684 0.7971 0.000
H 3.1164 -4.3861 -1.6533 0.003
C 0.2533 -3.9511 -1.6545 0.121
H 4.5907 0.1170 -2.7143 0.000
H 1.3259 -6.3375 -3.7932 0.002
H -2.3020 5.7571 1.1136 0.000
O 2.2136 3.6740 3.4627 0.000
H 4.4823 -2.3957 0.0095 0.001
H -0.4006 -7.8222 -4.4286 0.000
C 2.5975 -4.3217 -2.6130 0.015
Te 1.1601 -2.2454 -0.6344 0.427
C 1.4785 3.3794 -3.1934 0.000
H 2.3091 4.4838 2.9488 0.000
C -4.9698 0.4344 0.6150 0.000
H -6.1435 4.5584 2.6919 0.000
H -6.9249 5.7595 1.6660 0.000
C -1.6161 0.2479 -3.8350 0.000
H -0.0863 0.6531 -5.3229 0.000
H -2.8659 -2.7516 2.7521 0.000
N 0.5851 1.1657 -3.4343 0.001
C -1.0831 -1.6348 2.3413 0.002
C 3.1389 -3.2356 1.4702 0.014
O 0.8011 3.4773 0.9840 0.003
C -1.0890 -4.3224 -1.5506 0.004
N 0.9785 1.9208 -1.2289 0.002
C 3.3685 1.9798 0.8179 -0.001
C 3.5702 -4.0852 2.4858 -0.002
C 1.0620 -4.4889 1.4019 0.015
H 6.7319 1.2264 0.9829 0.000
H 2.1920 4.1134 -3.5683 0.000
H -1.5478 -8.1374 -3.1277 0.000
C 3.9803 0.0340 -1.8135 0.002
Ti 1.2964 1.7177 0.9377 0.018
C -6.6330 3.8369 0.7249 0.000
C -4.3611 6.4939 2.3350 0.000
C -4.8535 5.5165 1.2766 0.000
C 0.9705 -0.2962 2.0106 0.013
C 2.7724 -5.1163 2.9560 0.016
H 1.6627 -1.5217 4.3161 0.000
H -0.5071 1.8815 4.0722 0.000
H 6.7912 -0.0757 -0.2081 0.000
C 5.4729 2.7644 -1.4822 0.000
C -1.8436 2.4154 0.9155 0.000
C -1.5294 -5.4348 -2.2627 0.002
C -1.3679 -3.0384 4.2648 -0.001

---

69
Properties=species:S:1:pos:R:3:nbo_charge:R:1 method="wB97M-V/def2-TZVPD" total_charge=+1 max_force_ev_per_a=10.220 e_tot_ev=-49725.44421 multiplicity=1
C 3.4755 0.5768 -1.6282 -0.074
C 3.9180 3.0162 -2.8589 -0.426
H 0.2555 2.3204 -0.3783 0.170
H 2.8789 4.7735 -1.8196 0.276
C -1.6034 2.2890 0.9525 -0.423
H -0.7820 2.8947 3.1074 0.245
H 2.3647 3.0876 -1.0534 0.203
H 3.5671 -3.6191 2.4784 0.217
H 0.7011 -1.6438 -3.4536 0.261
C 5.2363 4.2363 0.7818 -0.250
C 0.9817 -2.0820 -2.4046 -0.556
C 2.7040 -2.8693 0.4024 -0.451
H -0.7339 0.3513 -2.0946 0.186
C 4.3497 1.4417 -2.7119 -0.451
H -2.0103 -0.1134 -0.6677 0.264
C -0.5933 2.0801 2.2682 -0.641
C -0.2152 -3.1069 -1.9543 0.759
O -6.7999 -0.4956 0.8558 -0.633
C 1.4108 -0.9708 -1.2786 0.171
H 5.6318 4.6853 1.8112 0.308
H 1.5746 -3.1609 0.5707 0.229
O 4.6127 -1.8467 1.8903 -0.717
C 4.4283 3.8444 -0.3281 -0.116
H 2.7349 -0.6474 0.5291 0.225
H 5.5210 1.3758 -2.5618 0.282
H 1.5627 1.1889 -1.7641 0.459
H -4.9420 -0.9349 -0.8320 0.199
H -3.7880 -2.2386 -0.4966 0.180
C 0.3061 -0.4017 -0.2094 -0.464
C 3.2624 3.6882 -1.5153 -0.450
C -0.9753 0.3880 -0.9300 -0.421
H -2.6320 1.7240 1.0855 0.230
H 4.9814 -0.7094 -0.6027 0.273
H 3.3540 -3.7085 -0.0895 0.260
H -7.8107 -1.9875 4.1861 0.214
C -4.7736 -1.8401 -0.2398 -0.257
H -0.7478 0.9781 2.6872 0.214
H 4.3356 -0.8791 2.0017 0.462
O -4.7868 -1.5555 1.1577 -0.508
O -1.5393 -2.7412 -1.4284 -0.717
H -1.6916 -3.3710 -0.6510 0.519
H -8.9366 -0.6069 4.2266 0.224
O -5.8249 -0.7640 2.9223 -0.498
N 2.0126 0.2536 -1.9998 -0.613
C -6.9453 -0.1150 3.5380 -0.073
H -1.8431 3.4526 0.9388 0.223
H -6.6195 0.1987 4.5365 0.194
H 4.1455 0.9423 -3.7767 0.234
H -0.1896 -1.2975 0.3951 0.258
H 4.8702 3.6815 -3.1318 0.262
H 1.7900 0.2015 -3.0356 0.449
H -5.5259 -2.5999 -0.4720 0.201
C -0.8678 1.9615 -0.4830 -0.421
H 0.5508 2.1261 1.9459 0.190
H -1.3557 2.7030 -1.2783 0.235
Cl 4.6913 -2.0279 -2.5941 -0.035
H -7.2226 0.7924 2.9896 0.196
C -5.8923 -0.8893 1.5726 0.981
C 3.3338 -2.5871 1.9258 -0.082
C -8.1178 -1.0715 3.6698 -0.640
C 2.7158 -1.4259 -0.3717 -0.240
H 0.7757 0.3096 0.6022 0.241
H -8.4947 -1.3729 2.6875 0.225
O 0.0094 -4.4398 -2.1235 -0.534
H 2.5744 -2.0226 2.6177 0.177
C 4.0243 -0.9546 -1.2387 -0.197
H 1.9474 -2.7599 -2.5861 0.307
H 3.5330 1.0852 -0.5496 0.260
H 3.1379 3.2102 -3.7412 0.224

---

11
Properties=species:S:1:pos:R:3:nbo_charge:R:1 method="wB97M-V/def2-TZVPD" total_charge=-1 e_above_lowest_kcal_mol=6.36 max_force_ev_per_a=0.862 multiplicity=1
H -0.0836 1.7117 1.4858 0.454
H -1.4210 0.1691 -2.4721 0.103
O 0.8580 -1.0247 1.8656 -0.979
H 0.7483 -0.9230 0.8943 0.506
O 1.0460 -1.2553 -1.0792 -1.012
S -1.8505 -0.1315 -1.2434 -0.990
H 0.1589 -0.8152 -1.2596 0.492
H -0.8285 1.5634 0.2036 0.502
H 1.6512 -0.5159 -1.2197 0.454
H -0.0555 -0.9705 2.1709 0.456
O -0.2232 2.1918 0.6537 -0.985

---

21
Properties=species:S:1:pos:R:3:nbo_charge:R:1 method="wB97M-V/def2-TZVPD" total_charge=+1 e_above_lowest_kcal_mol=124.47 max_force_ev_per_a=4.709 multiplicity=1 smiles="C=C1N=NC=N[N@@H+]1C(C)C"
H -2.6974 -1.3807 -0.3092 0.257
H 2.9704 -2.2025 0.1370 0.251
H -1.6412 1.4118 -0.2197 0.207
C 1.1832 0.9772 0.2363 0.180
H -0.4530 -0.9085 -1.4152 0.250
C 2.3471 -1.3251 0.1183 0.220
H -0.1416 -0.1231 1.3955 0.451
H -2.0173 -0.8769 1.2264 0.198
N 2.1320 0.8195 -0.7137 -0.087
H -2.2822 0.5038 -1.6535 0.260
C -1.4259 0.7502 -0.9642 -0.624
C 0.9100 2.0897 0.8396 -0.282
H 1.6551 2.9278 0.7810 0.274
H -1.4876 -2.2823 0.5937 0.239
N 1.2399 -1.3485 0.7201 -0.229
H 0.0420 2.2056 1.4914 0.232
H -0.7678 1.3059 -1.7867 0.239
C -1.8111 -1.3950 0.2681 -0.612
N 2.7291 -0.2762 -0.7993 -0.105
N 0.3156 -0.2689 0.4884 -0.252
C -0.7993 -0.6038 -0.4343 -0.066